[1]
A molecular structure, C23H48AlBeKNO13Si2 in a non-equilibrium geometry, computed with wB97M-V/def2-TZVPD.

Each line ends with the Löwdin spin population.
Element x y z (Å)
1 C 0.73 8.51 -0.83  0.000
2 C 0.74 7.02 -0.23  0.000
3 C 2.24 6.48 0.09  0.000
4 C 2.05 5.21 1.06  0.000
5 O 2.83 4.05 0.66  0.000
6 Si 2.19 2.71 1.59  0.000
7 C 1.46 1.35 0.44  0.000
8 C -0.09 1.12 0.80  0.000
9 O -0.50 0.12 1.42  0.000
10 O 3.49 2.17 2.59  0.000
11 Si 2.98 1.39 4.05  -0.001
12 C 1.55 2.27 4.98  0.000
13 C 1.49 1.94 6.55  0.000
14 O 2.83 2.10 7.07  0.000
15 H 1.75 8.95 -1.02  0.000
16 H 0.10 9.14 -0.11  0.000
17 H 0.15 8.47 -1.81  0.000
18 H 0.19 6.96 0.77  0.000
19 H 0.29 6.23 -0.93  0.000
20 H 2.84 7.25 0.69  0.000
21 H 2.78 6.17 -0.85  0.000
22 H 2.32 5.47 2.13  0.000
23 H 0.94 4.90 0.99  0.000
24 H 1.05 3.21 2.39  0.000
25 H 2.03 0.38 0.55  0.000
26 H 1.54 1.69 -0.65  0.000
27 H -0.89 1.89 0.50  0.000
28 H 2.65 -0.01 3.81  0.000
29 H 4.14 1.43 4.96  -0.001
30 H 1.54 3.40 4.81  0.000
31 H 0.57 1.86 4.54  0.000
32 H 0.75 2.71 7.03  0.000
33 H 1.10 0.90 6.78  0.000
34 H 2.72 2.44 7.99  0.000
35 C -1.04 -2.71 -0.38  0.000
36 C -2.52 -2.92 0.00  -0.001
37 C -2.67 -2.99 1.54  0.000
38 C -2.17 -4.30 2.13  0.000
39 C -2.86 -5.48 1.46  0.000
40 C -2.73 -5.47 -0.08  -0.001
41 N -3.06 -4.14 -0.68  -0.013
42 O -4.41 -4.02 -0.70  -0.029
43 C -1.30 -5.90 -0.47  -0.002
44 C -3.61 -6.61 -0.64  0.000
45 C -3.19 -1.61 -0.48  0.002
46 H -0.64 -1.83 0.14  0.000
47 H -0.38 -3.53 -0.11  0.000
48 H -0.93 -2.53 -1.45  0.000
49 H -3.72 -2.86 1.82  0.000
50 H -2.13 -2.16 2.00  0.000
51 H -1.08 -4.38 2.02  0.000
52 H -2.37 -4.32 3.20  0.000
53 H -2.45 -6.41 1.86  0.000
54 H -3.92 -5.47 1.75  0.000
55 H -1.09 -5.64 -1.51  -0.001
56 H -1.16 -6.98 -0.37  0.000
57 H -0.53 -5.46 0.16  0.000
58 H -4.66 -6.53 -0.35  0.000
59 H -3.28 -7.59 -0.27  0.000
60 H -3.57 -6.64 -1.74  0.000
61 H -3.15 -1.52 -1.58  0.002
62 H -2.68 -0.74 -0.06  0.001
63 H -4.24 -1.53 -0.18  0.000
64 C 1.13 -6.58 -2.66  0.001
65 O 0.50 -6.73 -3.72  0.068
66 O 1.50 -5.47 -2.18  0.381
67 O 1.49 -7.52 -1.89  0.555
68 K -1.39 -5.42 -4.37  -0.002
69 Al 0.31 4.16 7.44  0.000
70 C 6.74 3.35 4.63  -0.001
71 O 6.06 4.30 5.01  0.041
72 O 7.81 3.44 4.00  -0.009
73 O 6.45 2.15 4.82  -0.030
74 C -0.55 2.07 -6.51  0.000
75 O -0.09 1.72 -5.20  0.001
76 C -1.08 1.11 -4.42  0.004
77 C -0.92 -0.40 -4.38  0.002
78 O -1.13 -0.98 -5.65  0.001
79 C 0.09 -1.29 -6.32  0.000
80 H 0.32 2.27 -7.13  0.000
81 H -1.12 1.26 -6.96  0.000
82 H -1.16 2.97 -6.46  0.000
83 H -2.09 1.39 -4.78  0.001
84 H -0.97 1.51 -3.39  0.003
85 H -1.68 -0.83 -3.70  0.002
86 H 0.07 -0.68 -3.99  0.000
87 H 0.52 -2.20 -5.90  0.000
88 H 0.82 -0.48 -6.25  0.000
89 H -0.13 -1.46 -7.37  0.000
90 Be -2.50 0.74 -2.54  0.024

Results
Spin multiplicity: 2
Orbital gap (spin up / spin down), eV: 3.12 / 2.82
HOMO energy (spin up / spin down), eV: -11.682 / -11.588
Expectation value of S²: 0.783
Charge: +2

[2]
A molecular structure, C23H48AuF9N3O8P3, computed with wB97M-V/def2-TZVPD.

Each line ends with the Mulliken charge.
Element x y z (Å)
1 Au 0.54 -0.67 1.02  2.679
2 C -1.12 4.46 -3.41  -1.637
3 C -0.84 2.99 -3.60  0.945
4 C -1.60 2.40 -4.77  -1.275
5 O -1.25 2.31 -2.38  -0.280
6 P -0.32 1.27 -1.61  0.357
7 O -1.00 0.84 -0.38  -1.371
8 C 0.03 -0.04 -2.80  -0.448
9 P 0.89 -1.49 -2.18  0.313
10 O 0.35 -2.05 -0.92  -1.215
11 O 0.78 -2.61 -3.29  -0.450
12 C 1.06 -2.60 -4.71  0.455
13 C -0.17 -2.14 -5.47  -1.344
14 C 2.31 -1.84 -5.09  -1.048
15 O 2.37 -0.99 -2.12  0.144
16 C 3.35 -1.63 -1.22  0.732
17 C 4.41 -2.29 -2.08  -1.812
18 C 3.89 -0.54 -0.32  -0.728
19 O 1.09 1.94 -1.48  -0.066
20 C 1.27 3.17 -0.68  0.719
21 C 1.74 2.79 0.70  -0.749
22 C 2.26 4.02 -1.44  -1.777
23 H -0.83 5.02 -4.30  0.389
24 H -0.57 4.86 -2.55  0.341
25 H -2.19 4.61 -3.23  0.373
26 H 0.24 2.84 -3.74  0.236
27 H -2.68 2.50 -4.60  0.327
28 H -1.38 1.34 -4.90  0.132
29 H -1.34 2.92 -5.69  0.409
30 H 0.59 0.39 -3.63  0.357
31 H -0.95 -0.39 -3.14  0.751
32 H 1.22 -3.66 -4.93  0.405
33 H -0.31 -1.06 -5.39  0.178
34 H -1.06 -2.65 -5.10  0.336
35 H -0.05 -2.38 -6.53  0.490
36 H 2.22 -0.78 -4.86  0.190
37 H 2.46 -1.93 -6.17  0.492
38 H 3.19 -2.23 -4.59  0.162
39 H 2.83 -2.38 -0.63  0.389
40 H 4.83 -1.57 -2.78  0.324
41 H 4.00 -3.14 -2.64  0.385
42 H 5.21 -2.66 -1.44  0.431
43 H 4.42 0.21 -0.91  0.374
44 H 4.59 -0.98 0.40  0.460
45 H 3.10 -0.06 0.25  -0.384
46 H 0.31 3.68 -0.62  0.495
47 H 2.69 2.25 0.66  -0.004
48 H 1.02 2.14 1.21  -0.184
49 H 1.87 3.69 1.30  0.597
50 H 3.22 3.50 -1.52  0.316
51 H 2.43 4.96 -0.92  0.402
52 H 1.91 4.24 -2.45  0.402
53 F 4.74 0.07 2.65  -0.188
54 C 3.95 0.34 3.69  0.198
55 F 4.58 -0.09 4.79  -0.263
56 F 3.87 1.68 3.77  -0.260
57 C 2.52 -0.27 3.47  0.889
58 O 2.12 0.10 2.26  -1.138
59 C 2.62 -1.82 3.65  0.262
60 F 3.63 -2.32 2.94  -0.269
61 F 1.50 -2.42 3.22  -0.060
62 F 2.80 -2.19 4.93  -0.287
63 C 1.57 0.30 4.58  0.379
64 F 0.43 -0.42 4.63  -0.201
65 F 1.22 1.55 4.29  -0.265
66 F 2.09 0.31 5.81  -0.296
67 C -4.06 1.16 3.70  -1.378
68 N -2.88 0.58 3.09  0.748
69 C -1.78 1.52 2.90  -0.501
70 P -2.77 -0.96 2.54  0.203
71 O -1.36 -1.41 2.35  -1.064
72 N -3.59 -1.14 1.11  0.925
73 C -3.09 -2.03 0.07  -1.105
74 C -5.00 -0.81 1.01  -1.011
75 N -3.64 -1.82 3.67  0.118
76 C -3.90 -3.21 3.29  -0.874
77 C -3.11 -1.74 5.04  -1.010
78 H -4.53 1.90 3.04  0.307
79 H -3.79 1.67 4.63  0.345
80 H -4.79 0.39 3.94  0.415
81 H -2.06 2.32 2.21  0.230
82 H -0.90 1.01 2.50  -0.459
83 H -1.51 1.96 3.86  0.446
84 H -2.03 -2.21 0.20  0.196
85 H -3.24 -1.56 -0.90  0.248
86 H -3.62 -2.99 0.07  0.310
87 H -5.26 0.01 1.67  0.214
88 H -5.65 -1.66 1.24  0.281
89 H -5.22 -0.49 -0.02  0.331
90 H -4.43 -3.25 2.33  0.196
91 H -4.54 -3.67 4.04  0.381
92 H -2.98 -3.80 3.21  0.279
93 H -2.82 -0.73 5.28  0.302
94 H -2.24 -2.39 5.17  0.345
95 H -3.89 -2.06 5.74  0.365

Results
ΔE to the lowest compared entry with this formula, charge and spin, eV: 0.622
Orbital gap, eV: 8.29
HOMO energy, eV: -7.958
Charge: 0

[3]
2 unconnected molecules or ions with the total composition C23H48BCl4N6O3S3 in a non-equilibrium geometry, computed with wB97M-V/def2-TZVPD.

Each line ends with the Mulliken charge.
Element x y z (Å)
1 C 2.64 6.62 -2.24  -1.237
2 C 2.36 5.57 -3.31  -0.557
3 C 1.85 4.20 -2.81  -0.560
4 C 1.23 4.23 -1.44  -0.806
5 N 0.84 2.88 -0.88  0.408
6 C 0.20 1.97 -1.86  -0.960
7 C 1.18 1.04 -2.55  -1.271
8 C 2.03 0.13 -1.65  -0.749
9 C 1.45 -1.30 -1.66  -0.463
10 N 1.60 -2.14 -0.44  0.291
11 C 1.27 -1.54 0.77  -0.892
12 N 2.19 -1.03 1.53  0.281
13 C 2.00 -0.50 2.88  -0.125
14 C 3.23 0.30 3.34  -0.643
15 N 3.95 -0.28 4.47  -0.584
16 N -0.04 -1.67 1.10  0.324
17 Cl -0.87 -0.20 1.39  -0.054
18 C -0.68 -2.69 0.19  0.890
19 C -1.76 -2.14 -0.73  -0.488
20 C -3.16 -2.05 -0.11  -0.606
21 O -3.99 -1.18 -0.88  -0.601
22 B -1.28 -3.84 1.15  0.561
23 N -1.66 -3.52 2.52  -0.461
24 O -1.46 -5.13 0.64  -0.663
25 C 0.63 -3.25 -0.44  -0.031
26 O 1.12 -4.10 0.64  -0.744
27 C 0.54 -4.06 -1.71  -1.323
28 C 1.87 -4.58 -2.26  -0.751
29 C 2.31 -5.94 -1.71  -1.028
30 S 1.11 -7.27 -1.97  -0.188
31 C -0.05 3.17 0.20  -0.291
32 S 0.55 3.21 1.71  -0.095
33 S -1.70 3.55 -0.22  -0.083
34 C -2.68 3.43 1.29  -0.520
35 C -2.46 4.52 2.36  -0.283
36 C -2.47 3.89 3.75  -1.191
37 H 3.50 6.32 -1.64  0.317
38 H 2.88 7.57 -2.70  0.402
39 H 1.80 6.77 -1.57  0.289
40 H 1.60 5.98 -3.98  0.340
41 H 3.24 5.42 -3.92  0.351
42 H 1.18 3.81 -3.56  0.164
43 H 2.70 3.51 -2.80  0.342
44 H 0.38 4.91 -1.43  0.442
45 H 1.94 4.64 -0.73  0.475
46 H -0.36 2.51 -2.62  0.353
47 H -0.53 1.37 -1.33  0.643
48 H 1.86 1.63 -3.15  0.602
49 H 0.60 0.45 -3.25  0.503
50 H 3.00 0.08 -2.14  0.352
51 H 2.20 0.54 -0.66  0.441
52 H 0.42 -1.23 -2.00  0.094
53 H 1.99 -1.85 -2.42  0.334
54 H 3.14 -1.04 1.18  0.467
55 H 1.86 -1.35 3.55  0.319
56 H 1.12 0.12 2.95  0.101
57 H 3.90 0.46 2.48  0.271
58 H 2.90 1.30 3.62  0.303
59 H 3.60 -1.20 4.72  0.268
60 H 3.83 0.30 5.29  0.271
61 H -1.83 -2.81 -1.59  0.520
62 H -1.51 -1.17 -1.15  -0.045
63 H -3.13 -1.66 0.91  0.355
64 H -3.67 -3.01 -0.15  0.452
65 H -3.55 -0.32 -0.94  0.342
66 H -2.64 -3.23 2.52  0.133
67 H -1.65 -4.38 3.06  0.256
68 H -2.08 -5.10 -0.10  0.328
69 H 1.06 -5.03 0.37  0.505
70 H 0.03 -3.47 -2.47  0.431
71 H -0.13 -4.90 -1.52  0.669
72 H 1.76 -4.68 -3.33  0.483
73 H 2.68 -3.87 -2.07  0.267
74 H 3.22 -6.24 -2.22  0.485
75 H 2.60 -5.85 -0.66  0.425
76 H 0.57 -7.36 -0.75  0.121
77 H -3.70 3.52 0.92  0.498
78 H -2.60 2.45 1.74  0.179
79 H -3.32 5.20 2.33  0.344
80 H -1.56 5.10 2.19  0.311
81 H -1.65 3.19 3.86  0.226
82 H -2.49 4.63 4.54  0.378
83 H -3.39 3.31 3.84  0.342
84 C -6.67 -1.09 1.05  0.444
85 Cl -7.18 0.35 1.92  -0.135
86 Cl -5.68 -2.13 2.10  -0.150
87 Cl -8.05 -1.98 0.42  -0.124
88 H -6.05 -0.79 0.22  0.005

Results
Orbital gap, eV: 7.57
HOMO energy, eV: -10.981
Charge: +1

[4]
5 unconnected molecules or ions with the total composition C23H48BFIO13, computed with wB97M-V/def2-TZVPD.

Each line ends with the Mulliken charge.
Element x y z (Å)
1 C -0.93 2.70 4.84  -1.418
2 C -0.04 1.91 3.87  -0.068
3 C 0.88 0.85 4.47  -0.935
4 I 1.95 1.71 6.16  -0.128
5 B 0.23 -0.66 4.81  0.898
6 C -1.29 -0.86 4.28  -0.983
7 O -2.26 -0.03 4.94  -0.325
8 C -3.34 0.34 4.15  -0.634
9 C 1.20 -1.72 4.05  0.416
10 C 2.51 -2.04 4.75  -1.488
11 F 0.56 -3.00 3.81  -0.423
12 H -1.11 2.14 5.75  0.376
13 H -1.90 2.90 4.38  0.229
14 H -0.48 3.66 5.09  0.465
15 H 0.58 2.64 3.32  0.512
16 H -0.66 1.43 3.11  0.024
17 H 1.72 0.73 3.78  0.352
18 H 0.27 -0.88 6.02  -0.328
19 H -1.58 -1.91 4.44  0.349
20 H -1.39 -0.70 3.19  0.376
21 H -3.01 0.73 3.17  0.160
22 H -3.89 1.13 4.67  0.239
23 H -4.03 -0.50 3.96  0.306
24 H 1.44 -1.37 3.04  0.114
25 H 3.23 -1.24 4.60  0.248
26 H 2.91 -2.97 4.33  0.402
27 H 2.36 -2.20 5.82  0.275
28 C 0.03 2.43 -3.12  -0.955
29 C -0.76 1.55 -2.18  -0.232
30 O -0.87 2.13 -0.87  -0.279
31 C -1.78 3.09 -0.74  0.726
32 O -2.52 3.49 -1.61  -0.594
33 O -1.74 3.54 0.51  -0.226
34 C -2.65 4.60 0.81  -0.704
35 H 1.01 2.65 -2.70  0.315
36 H 0.17 1.91 -4.07  0.367
37 H -0.49 3.36 -3.31  0.145
38 H -0.25 0.60 -2.00  0.297
39 H -1.76 1.34 -2.56  0.300
40 H -3.67 4.33 0.52  0.327
41 H -2.36 5.51 0.29  0.297
42 H -2.59 4.74 1.88  0.194
43 C -4.36 4.78 -3.72  -1.019
44 C -3.49 4.93 -4.94  -0.127
45 O -3.84 3.98 -5.97  -0.344
46 C -4.91 4.29 -6.70  0.782
47 O -5.57 5.29 -6.61  -0.563
48 O -5.13 3.30 -7.56  -0.346
49 C -6.27 3.48 -8.40  -0.639
50 H -4.31 3.76 -3.34  0.235
51 H -3.99 5.44 -2.93  0.301
52 H -5.39 5.04 -3.94  0.420
53 H -2.45 4.70 -4.71  0.203
54 H -3.54 5.94 -5.36  0.308
55 H -6.22 4.44 -8.91  0.297
56 H -7.19 3.44 -7.81  0.289
57 H -6.25 2.66 -9.11  0.217
58 C 7.42 -1.03 -0.81  -1.085
59 C 6.75 -0.40 0.39  -0.207
60 O 5.37 -0.79 0.49  -0.343
61 C 5.15 -2.01 0.99  0.717
62 O 6.01 -2.77 1.37  -0.580
63 O 3.85 -2.22 1.02  -0.234
64 C 3.45 -3.50 1.54  -0.438
65 H 6.88 -0.80 -1.73  0.284
66 H 8.44 -0.64 -0.91  0.352
67 H 7.48 -2.11 -0.70  0.308
68 H 6.71 0.68 0.29  0.295
69 H 7.26 -0.66 1.31  0.312
70 H 3.88 -3.66 2.53  0.267
71 H 3.75 -4.29 0.87  0.391
72 H 2.37 -3.46 1.62  -0.047
73 C 2.38 -6.06 -3.05  -1.095
74 C 1.56 -7.06 -2.27  -0.204
75 O 1.40 -6.67 -0.90  -0.371
76 C 0.48 -5.72 -0.68  0.807
77 O -0.23 -5.23 -1.52  -0.581
78 O 0.49 -5.43 0.61  -0.338
79 C -0.42 -4.39 1.01  -0.641
80 H 3.35 -5.90 -2.57  0.275
81 H 2.56 -6.44 -4.06  0.360
82 H 1.86 -5.11 -3.12  0.316
83 H 2.06 -8.02 -2.22  0.297
84 H 0.58 -7.20 -2.72  0.325
85 H -1.44 -4.62 0.68  0.430
86 H -0.11 -3.43 0.58  0.292
87 H -0.37 -4.33 2.09  0.129

Results
Orbital gap, eV: 7.12
HOMO energy, eV: -5.069
Charge: -1

Number 1: molecular weight 677.89 g/mol. Number 2: molecular weight 955.52 g/mol. Number 3: molecular weight 705.50 g/mol. Number 4: molecular weight 689.34 g/mol.